# C25H24N2O2ReSb2Se4

A structure of composition C25H24N2O2ReSb2Se4 (ωB97M-V/def2-TZVPD, the Open Molecules 2025 dataset).

Results
* frontier orbital gap (alpha / beta): 5.424 / 5.694 eV
* energy relative to the best compared isomer or geometry (same formula, charge and spin): 29.5 kcal/mol
* net charge: +3
* lowest unoccupied orbital energy (alpha / beta): -11.879 / -11.585 eV
* HOMO (alpha / beta): -0.6359 / -0.6350 Eh

```
60
Properties=species:S:1:pos:R:3:nbo_charge:R:1
Re -0.32 -0.65 -2.38 0.516
N -0.53 -2.31 -0.76 -0.793
C -1.00 -3.59 -1.36 -0.365
C -1.54 -3.33 -2.75 0.768
O -2.31 -3.99 -3.34 -0.430
O -1.01 -2.16 -3.28 -0.727
H 0.34 -2.46 -0.26 0.420
H -1.21 -2.00 -0.08 0.430
H -1.78 -4.05 -0.77 0.269
H -0.17 -4.30 -1.45 0.271
Se 3.61 2.00 -3.94 -0.154
Sb 2.08 0.57 -4.86 1.015
Se -0.21 1.47 -3.15 0.176
Se 1.86 -1.17 -2.41 0.310
Se 1.02 -0.63 -6.48 -0.093
C -5.14 0.45 -1.38 -0.079
C -4.78 -0.48 -2.34 -0.211
C -3.44 -0.78 -2.53 0.060
N -2.46 -0.21 -1.79 -0.564
C -2.83 0.71 -0.87 0.038
C -4.14 1.06 -0.64 -0.216
H -6.18 0.69 -1.22 0.267
H -5.51 -0.97 -2.97 0.273
H -3.14 -1.48 -3.29 0.242
H -2.03 1.20 -0.33 0.193
H -4.37 1.81 0.10 0.261
C 0.91 4.97 2.29 -0.135
C -0.33 4.51 1.85 -0.193
C -0.42 3.32 1.16 -0.150
C 0.75 2.59 0.93 -0.453
C 2.00 3.04 1.35 -0.214
C 2.07 4.23 2.05 -0.175
Sb 0.64 0.62 0.27 1.679
C -0.29 -0.46 1.83 -0.360
C -1.63 -0.86 1.85 -0.299
C -2.14 -1.46 2.99 -0.168
C -1.33 -1.66 4.10 -0.152
C -0.01 -1.23 4.09 -0.156
C 0.52 -0.63 2.95 -0.262
C 2.61 -0.08 0.20 -0.493
C 2.94 -1.31 0.79 -0.188
C 4.24 -1.79 0.66 -0.183
C 5.18 -1.08 -0.07 -0.148
C 4.85 0.15 -0.64 -0.189
C 3.56 0.65 -0.51 -0.244
H 0.98 5.92 2.80 0.256
H -1.22 5.09 2.05 0.250
H -1.38 2.97 0.82 0.199
H 2.91 2.47 1.17 0.233
H 3.02 4.59 2.41 0.253
H -2.29 -0.68 1.01 0.208
H -3.18 -1.77 3.02 0.247
H -1.73 -2.13 4.99 0.257
H 0.62 -1.35 4.96 0.255
H 1.55 -0.28 2.96 0.234
H 2.21 -1.87 1.36 0.220
H 4.51 -2.73 1.13 0.253
H 6.18 -1.48 -0.20 0.258
H 5.59 0.71 -1.19 0.249
H 3.31 1.61 -0.95 0.232
```

***

# C27H19N3Ta

A structure of composition C27H19N3Ta (ωB97M-V/def2-TZVPD, the Open Molecules 2025 dataset).

Results
* frontier orbital gap: 6.172 eV
* energy relative to the best compared isomer or geometry (same formula, charge and spin): 0.0 kcal/mol
* net charge: +3
* lowest unoccupied orbital energy: -11.725 eV
* HOMO: -0.6577 Eh

```
50
Properties=species:S:1:pos:R:3:nbo_charge:R:1
Ta -0.68 0.17 -0.20 2.390
C -2.90 -3.23 -1.72 -0.170
C -1.86 -3.89 -2.36 -0.062
C -0.57 -3.36 -2.41 -0.173
C -0.30 -2.15 -1.80 0.034
C -1.38 -1.47 -1.13 -0.592
C -2.68 -2.02 -1.11 -0.090
C 1.02 -1.50 -1.83 0.260
C 2.17 -1.98 -2.44 -0.249
C 3.34 -1.26 -2.37 0.029
C 3.41 -0.03 -1.69 -0.108
C 4.59 0.75 -1.60 -0.101
C 4.58 1.93 -0.92 -0.174
C 3.39 2.41 -0.32 -0.083
C 2.23 1.68 -0.41 -0.258
C 2.23 0.46 -1.09 0.201
N 1.07 -0.30 -1.17 -0.685
H -3.89 -3.67 -1.71 0.273
H -2.05 -4.84 -2.85 0.269
H 0.20 -3.91 -2.94 0.255
H -3.49 -1.50 -0.62 0.249
H 2.14 -2.92 -2.97 0.269
H 4.23 -1.64 -2.85 0.269
H 5.50 0.38 -2.07 0.260
H 5.48 2.53 -0.85 0.270
H 3.40 3.35 0.20 0.260
H 1.31 2.08 0.03 0.198
C 0.55 -1.79 4.65 -0.120
C 0.59 -2.14 3.31 -0.163
C -0.05 -1.31 2.40 -0.245
C -0.69 -0.15 2.84 0.143
C -0.74 0.20 4.18 -0.195
C -0.11 -0.64 5.09 -0.140
N -1.23 0.63 1.79 -0.374
N -1.88 1.69 1.99 0.025
C -2.23 2.35 0.79 0.050
C -2.92 3.54 0.92 -0.112
C -3.27 4.24 -0.25 -0.096
C -2.93 3.75 -1.50 -0.150
C -2.21 2.56 -1.63 -0.106
C -1.84 1.83 -0.49 -0.561
H 1.03 -2.43 5.38 0.264
H 1.08 -3.05 2.99 0.256
H -0.11 -1.64 1.35 0.185
H -1.24 1.11 4.50 0.267
H -0.13 -0.40 6.14 0.266
H -3.18 3.91 1.90 0.276
H -3.82 5.17 -0.16 0.272
H -3.22 4.30 -2.38 0.271
H -1.96 2.20 -2.62 0.248
```

***

# C18H28N7O6S

A cluster of 2 separate species, C18H28N7O6S in total (ωB97M-V/def2-TZVPD, the Open Molecules 2025 dataset).

Results
* frontier orbital gap: 8.086 eV
* energy relative to the best compared isomer or geometry (same formula, charge and spin): 18.8 kcal/mol
* net charge: +1
* lowest unoccupied orbital energy: -2.859 eV
* HOMO: -0.4022 Eh

```
60
Properties=species:S:1:pos:R:3:nbo_charge:R:1
O -0.04 7.96 -0.08 -0.650
O -3.74 -4.13 -1.85 -0.618
O -2.69 -8.34 -1.20 -0.604
O 0.57 0.84 3.63 -0.905
O -1.72 1.34 2.76 -0.920
O 3.77 10.98 -0.76 -0.746
C 1.17 7.82 -0.04 0.788
C -3.25 -5.15 -1.38 0.678
C -1.54 -8.02 -1.45 0.649
C -0.85 -3.74 0.78 -0.034
C -0.09 -4.74 0.21 0.151
C 1.12 -2.88 0.23 0.251
C 2.14 4.47 1.24 -0.235
C -0.13 5.23 1.06 -0.185
C 1.70 3.25 1.78 -0.193
C -0.59 4.01 1.58 -0.181
C 1.24 5.48 0.87 0.195
C 0.33 3.01 1.93 -0.388
N -0.07 -2.59 0.79 -0.458
N 1.79 6.66 0.37 -0.609
N -0.60 -8.92 -1.74 -0.597
N 1.97 8.87 -0.45 -0.629
N -2.04 -5.52 -1.81 -0.628
N -0.03 0.50 1.24 -1.093
N 1.12 -4.18 -0.15 -0.471
C -4.01 -5.87 -0.28 -0.707
C -0.84 -10.37 -1.82 -0.418
C 2.41 11.27 -0.43 -0.068
C 1.48 10.16 -0.92 -0.233
C -0.50 -6.19 0.03 -0.445
C -1.08 -6.54 -1.36 -0.105
S -0.27 1.44 2.60 2.250
H 4.36 11.71 -0.50 0.484
H -1.85 -3.84 1.17 0.269
H 1.95 -2.19 0.14 0.253
H 3.21 4.63 1.13 0.219
H -0.88 5.97 0.81 0.263
H 2.43 2.51 2.09 0.236
H -1.66 3.86 1.72 0.252
H -0.33 -1.68 1.19 0.491
H 2.80 6.71 0.34 0.395
H 0.34 -8.61 -1.93 0.389
H 2.98 8.75 -0.42 0.399
H -1.76 -4.95 -2.59 0.414
H -0.85 0.70 0.68 0.404
H 0.79 0.91 0.81 0.389
H 1.90 -4.68 -0.56 0.454
H -4.69 -5.17 0.20 0.242
H -3.35 -6.28 0.47 0.201
H -4.59 -6.67 -0.73 0.272
H -1.44 -10.69 -0.96 0.227
H 0.10 -10.92 -1.83 0.215
H -1.40 -10.60 -2.73 0.216
H 2.11 12.23 -0.88 0.178
H 2.31 11.37 0.66 0.167
H 1.45 10.17 -2.02 0.198
H 0.47 10.36 -0.56 0.242
H 0.37 -6.82 0.22 0.233
H -1.23 -6.44 0.80 0.255
H -0.25 -6.47 -2.06 0.202
```

***

Question: Which of these has the lowest energy relative to the best compared isomer or geometry (same formula, charge and spin)?
Answer: C27H19N3Ta